Record 1
DFT (the ωB97M-V functional and the def2-TZVPD basis) results for 2 unconnected molecules or ions with the total composition C31H41N4 in a non-equilibrium geometry.

```
76
C31H41N4 (the ωB97M-V functional and the def2-TZVPD basis)
C 2.89296 -4.41249 -0.16025
C 4.37560 -4.71327 -0.18080
N 5.14671 -3.41334 -0.18915
C 4.76172 -2.64237 -1.40402
C 3.26381 -2.42420 -1.41559
N 2.60385 -2.90755 -0.13714
C 3.31251 -2.43250 1.12390
C 4.80986 -2.65084 1.04920
H 2.40795 -4.81578 -1.05162
H 2.42709 -4.84148 0.72769
H 4.70424 -5.26704 0.71439
H 4.68073 -5.26738 -1.08540
H 5.30898 -1.69047 -1.41772
H 5.04635 -3.26527 -2.26651
H 2.99704 -1.38157 -1.61899
H 2.80024 -3.04210 -2.19767
H 3.05332 -1.38952 1.34814
H 2.87836 -3.05305 1.92116
H 5.12842 -3.27897 1.89512
H 5.35516 -1.69703 1.05320
C 0.48461 0.79561 -6.03493
C -0.57767 1.87615 -6.09207
N -1.43494 1.86029 -4.91309
C -2.70118 2.58100 -5.08160
C -3.66194 2.31420 -3.94001
C -2.96718 2.53295 -2.59022
C -1.67644 1.77611 -2.49341
C -0.92744 1.54365 -3.68839
C 0.37682 0.97171 -3.54139
C 0.83709 0.51244 -2.31953
C 0.02017 0.53978 -1.14250
C 0.37057 -0.13086 0.07098
C -0.29458 0.12552 1.34540
C 0.38211 0.16867 2.60345
C -0.27008 0.50583 3.79159
C -1.65512 0.84397 3.81776
N -2.33737 1.00277 4.99396
C -1.73250 0.57407 6.25064
C -0.26120 0.93446 6.30406
C 0.46680 0.37613 5.08176
C -3.80355 1.03168 5.03063
C -4.37393 1.71376 3.80342
C -3.82012 1.06376 2.53440
C -2.35193 0.79255 2.57447
C -1.68974 0.37304 1.42721
C -1.13581 1.37348 -1.28154
C 1.27348 0.90185 -4.73444
H 0.02575 -0.19954 -6.11276
H 1.16230 0.91038 -6.88140
H -0.09410 2.86721 -6.16331
H -1.20406 1.76532 -6.98862
H -2.50610 3.66525 -5.17990
H -3.15931 2.27925 -6.03712
H -4.53006 2.97567 -4.02572
H -4.03287 1.28092 -4.00777
H -2.78447 3.61441 -2.45209
H -3.63222 2.22178 -1.77930
H 1.89299 0.22018 -2.25203
H 1.22732 -0.84074 0.02492
H 1.46908 0.04467 2.63109
H -2.28235 1.02761 7.08780
H -1.85294 -0.52037 6.35863
H -0.12975 2.02248 6.36773
H 0.17593 0.50200 7.20650
H 0.60268 -0.70438 5.24185
H 1.46907 0.81548 4.99661
H -4.19663 0.00102 5.11683
H -4.12978 1.55007 5.94545
H -5.46427 1.62633 3.81054
H -4.13429 2.78630 3.82136
H -4.31884 0.09332 2.39155
H -4.07273 1.67567 1.65956
H -2.28919 0.31509 0.50729
H -1.55263 1.80964 -0.36729
H 1.92800 0.02943 -4.62086
H 1.91971 1.79715 -4.78410
```

Output
* frontier orbital gap: 5.61 eV
* ΔE to the lowest compared entry with this formula, charge and spin: 0.781 eV
* LUMO: -4.24 eV
* largest force on an atom: 2.0 eV/A
* HOMO level: -9.8 eV
* charge: +1

---

Record 2
DFT (the ωB97M-V functional and the def2-TZVPD basis) results for a molecular structure, C31H42BIrN7O8 in a non-equilibrium geometry.

```
90
C31H42BIrN7O8 (the ωB97M-V functional and the def2-TZVPD basis)
Ir 0.20586 0.66919 0.67725
C -0.16047 -4.47961 0.38244
C -0.83410 -3.41024 1.22197
C -0.98412 -3.89682 2.64938
O 0.08412 -2.25119 1.25957
B -0.52546 -1.24847 0.61122
O -1.73448 -1.49237 0.06248
C -2.16093 -2.80820 0.59386
C -2.73091 -3.60103 -0.56330
C -3.24260 -2.50154 1.61353
H 0.78397 -4.75361 0.85068
H 0.05003 -4.14367 -0.63056
H -0.78059 -5.37352 0.32278
H -0.02025 -4.25414 3.00898
H -1.68996 -4.72657 2.69885
H -1.32618 -3.10681 3.31464
H -2.00489 -3.74391 -1.36184
H -3.59458 -3.07500 -0.96941
H -3.06545 -4.58284 -0.22725
H -2.87251 -1.84196 2.39887
H -3.62021 -3.41316 2.07489
H -4.07525 -2.00917 1.11102
O -0.98327 0.26341 2.51510
C 0.00418 0.66144 3.20902
O 1.01719 1.03666 2.51832
C -0.00121 0.68186 4.67017
C 1.10758 1.17873 5.35282
C 1.10970 1.18875 6.73595
C -0.00232 0.69583 7.39296
C -1.11566 0.19963 6.74022
C -1.11156 0.19384 5.35747
N 0.00110 0.69407 8.88034
O 0.99706 1.11226 9.42432
O -0.96687 0.21812 9.42764
H 1.95897 1.55281 4.80194
H 1.94457 1.56597 7.30734
H -1.95261 -0.16803 7.31490
H -1.96038 -0.19319 4.81052
C 4.51493 -0.66782 -0.02059
N 4.23841 0.77507 -0.04356
C 5.36611 1.71046 -0.14198
C 3.00070 1.19047 0.04843
C 2.69216 2.65238 0.10523
O 2.08444 0.28905 0.07518
H 5.58553 -0.80832 0.08111
H 4.17258 -1.13361 -0.94360
H 4.00370 -1.13047 0.82029
H 6.20829 1.18343 -0.57843
H 5.65007 2.07634 0.84468
H 5.11758 2.54948 -0.78590
H 3.30282 3.14337 0.86212
H 1.64318 2.82974 0.33556
H 2.90873 3.11743 -0.85827
C -2.80731 3.89550 1.57038
C -2.37200 2.53698 1.14284
C -3.36016 1.43505 1.01566
O -1.16677 2.36518 0.90329
H -3.83696 4.10068 1.28956
H -2.13227 4.65655 1.18577
H -2.75104 3.92418 2.66431
H -4.35923 1.81791 0.82597
H -3.37106 0.88932 1.96286
H -3.04925 0.72825 0.24518
C 0.79037 -1.47259 -2.14127
C -0.10938 -0.29564 -2.24030
N -0.31271 0.66004 -1.32223
C -1.19195 1.57731 -1.88597
C -1.51719 1.16424 -3.12598
N -0.82674 -0.01064 -3.33248
C -0.91804 -0.79506 -4.57900
N -0.82620 0.05007 -5.71099
N -1.97628 0.40538 -6.36908
N -1.69173 1.22678 -7.28935
C -0.32682 1.46234 -7.27602
C 0.45641 2.28169 -8.09143
C 1.80628 2.31436 -7.82836
C 2.37134 1.55411 -6.78427
C 1.60907 0.74103 -5.97308
C 0.24148 0.71291 -6.25099
H 1.34213 -1.46538 -1.20553
H 1.51408 -1.46808 -2.95836
H 0.21762 -2.39719 -2.20464
H -1.47705 2.48088 -1.38439
H -2.14513 1.59683 -3.88622
H -1.89298 -1.27857 -4.61337
H -0.13300 -1.54849 -4.57331
H 0.01201 2.85432 -8.89328
H 2.45588 2.92913 -8.43554
H 3.44038 1.60600 -6.62542
H 2.05744 0.15005 -5.18431
```

Output
* frontier orbital gap (spin up / spin down): 7.37 / 6.02 eV
* ΔE to the lowest compared entry with this formula, charge and spin: 0.816 eV
* LUMO (spin up / spin down): -5.93 / -7.28 eV
* spin multiplicity: 2
* largest force on an atom: 1.6 eV/A
* HOMO level (spin up / spin down): -13.3 / -13.3 eV
* charge: +2

---

Record 3
DFT (the ωB97M-V functional and the def2-TZVPD basis) results for a molecular structure, C31H42BrMgN3P2 in a non-equilibrium geometry.

```
80
C31H42BrMgN3P2 (the ωB97M-V functional and the def2-TZVPD basis)
C -0.75356 7.13477 -5.60662
C -1.07009 5.75798 -5.71934
C -1.22968 5.24237 -7.04108
C -1.15468 6.12424 -8.12406
N -0.90902 7.43433 -7.98572
C -0.70171 7.92640 -6.75473
C -1.23913 5.04144 -4.54825
C -1.33773 4.18042 -3.66215
C -0.85039 2.83430 -3.26833
C 0.29677 2.71910 -2.43673
C 0.91644 1.48795 -2.34661
C 0.17980 0.32239 -2.60089
C -1.20582 0.47615 -2.84550
C -1.70742 1.70963 -3.26344
Mg -1.66836 3.86304 -1.68253
P 2.33412 -1.10603 -1.03553
H -1.44083 4.19805 -7.25883
H -0.58211 7.61036 -4.64133
H -1.30004 5.78345 -9.16018
H -0.48974 9.00352 -6.68987
H -2.74354 1.80748 -3.59315
H 0.82246 3.59603 -2.12432
H -1.89566 -0.37010 -2.75849
H 1.97705 1.47225 -2.14870
C 2.57692 -2.65699 -0.12500
C 3.34564 -3.72920 -0.88357
H 1.57188 -3.02114 0.13239
H 3.07270 -2.40231 0.82715
H 3.47261 -4.58890 -0.21867
H 2.79232 -4.07529 -1.76387
H 4.34104 -3.39819 -1.20037
C 2.03469 -1.26824 -2.80075
C 3.06239 -0.59641 -3.71922
H 0.86589 -0.72173 -2.94428
H 1.85908 -2.31088 -3.08541
H 2.81622 -0.86291 -4.76150
H 3.07035 0.51056 -3.69449
H 4.10938 -0.92156 -3.55609
C 3.67213 0.02621 -0.59697
C 5.03952 -0.67236 -0.64425
H 3.49506 0.43911 0.40539
H 3.67707 0.89265 -1.27021
H 5.84452 0.04315 -0.44605
H 5.12034 -1.46134 0.11085
H 5.25094 -1.11718 -1.62373
Br 0.22693 -0.57236 -0.29843
P -2.54187 -3.09921 -4.08084
C -0.75995 -3.25057 -3.65479
C -0.18679 -4.62324 -4.01573
H -0.65225 -3.06177 -2.57760
H -0.24052 -2.45374 -4.20443
H 0.88630 -4.53281 -4.22558
H -0.29929 -5.34319 -3.19354
H -0.68483 -5.03982 -4.90158
C -3.26890 -2.93971 -2.38412
C -4.64779 -3.60710 -2.39648
H -3.31952 -1.88232 -2.08590
H -2.60630 -3.47753 -1.68914
H -5.01676 -3.74680 -1.37650
H -5.37657 -3.00004 -2.94544
H -4.60352 -4.59349 -2.87761
C -2.70802 -1.53196 -5.01077
C -3.14341 -1.69354 -6.46582
H -1.73166 -1.03938 -5.01826
H -3.45184 -0.92814 -4.47675
H -3.51316 -0.73154 -6.83372
H -2.28829 -1.97724 -7.08177
H -3.94108 -2.43210 -6.57742
N 3.18201 1.73738 4.50319
C 2.24342 1.87896 3.81346
C 1.05433 2.10158 3.01434
C -0.04077 2.76042 3.60094
C -1.20922 2.94007 2.87279
C -1.20768 2.51053 1.53330
N -0.12226 2.02661 0.96274
C 0.95665 1.69873 1.67103
H 0.04053 3.10468 4.63367
H -2.11599 3.37949 3.28664
H -2.10688 2.57034 0.90155
H 1.73222 1.07785 1.19526
```

Output
* frontier orbital gap (spin up / spin down): 2.95 / 3.03 eV
* ΔE to the lowest compared entry with this formula, charge and spin: 7.068 eV
* LUMO (spin up / spin down): -8.84 / -8.74 eV
* largest force on an atom: 3.4 eV/A
* HOMO level (spin up / spin down): -11.8 / -11.8 eV
* charge: +2